(1)
{"formula": "C18H24N5OPd", "method": "ωB97M-V/def2-TZVPD", "total_charge": 3, "multiplicity": 5, "e_homo_ev": [-17.874, -17.925], "e_above_lowest_ev": 1.829, "e_tot_ev": -32002.217, "homo_lumo_gap_ev": [8.219, 5.533], "species": ["Pd", "O", "N", "N", "N", "N", "N", "C", "C", "C", "C", "C", "C", "C", "C", "C", "C", "C", "C", "C", "C", "C", "C", "C", "C", "H", "H", "H", "H", "H", "H", "H", "H", "H", "H", "H", "H", "H", "H", "H", "H", "H", "H", "H", "H", "H", "H", "H", "H"], "xyz": [[-0.821, 0.721, -0.160], [0.622, 2.019, 0.478], [-0.907, -1.447, 3.834], [-0.770, -0.325, 4.510], [-1.591, -0.404, -1.787], [-0.434, 1.949, -1.810], [0.364, 3.002, -1.617], [0.899, 2.946, -0.390], [-2.622, -0.190, 6.078], [-1.922, 0.523, 4.915], [2.027, 5.100, -0.941], [-1.321, 1.850, 5.362], [-2.733, -1.500, -4.066], [1.880, 3.964, -0.078], [3.627, 4.784, 1.353], [-2.155, -1.609, -1.754], [-0.844, 1.571, -2.987], [-1.563, 0.281, -2.969], [2.694, 3.830, 1.079], [-2.741, -2.192, -2.873], [-2.881, 0.706, 3.740], [3.763, 5.905, 0.490], [2.957, 6.056, -0.651], [-0.575, 2.313, -4.239], [-2.126, -0.246, -4.115], [-3.020, -1.163, 5.782], [0.164, -0.113, 4.846], [-0.614, 1.710, 6.181], [-3.192, -3.170, -2.789], [-0.149, -2.117, 3.897], [-3.181, -1.923, -4.955], [2.574, 2.961, 1.709], [3.081, 6.920, -1.288], [-2.089, 0.305, -5.043], [-3.460, 0.421, 6.411], [-1.947, -0.327, 6.922], [-3.678, 1.364, 4.083], [-0.025, 1.680, -4.939], [-1.847, -1.823, 3.790], [-2.447, 1.175, 2.852], [-0.824, 2.363, 4.537], [1.393, 5.183, -1.811], [-3.369, -0.226, 3.446], [4.274, 4.699, 2.215], [4.510, 6.655, 0.719], [-1.522, 2.579, -4.716], [-0.007, 3.216, -4.045], [-2.117, 2.494, 5.730], [-2.145, -2.128, -0.805]], "atomic_forces_ev_per_a": [[0.06, 0.11, -0.26], [0.01, 0.00, -0.02], [-0.03, -0.12, 0.17], [0.02, 0.03, -0.06], [-0.03, -0.01, -0.01], [-0.01, -0.01, -0.01], [0.00, 0.00, 0.00], [0.00, 0.00, 0.01], [-0.01, 0.01, 0.01], [0.00, 0.05, 0.04], [0.00, 0.00, 0.00], [0.01, 0.00, -0.01], [0.00, 0.00, 0.00], [0.00, 0.00, 0.00], [0.00, 0.01, 0.00], [0.01, 0.00, 0.00], [0.00, 0.00, 0.00], [-0.01, 0.00, 0.00], [0.00, 0.00, 0.00], [0.00, 0.00, 0.00], [-0.26, -0.03, -0.03], [0.00, 0.00, 0.00], [0.00, 0.00, 0.00], [0.00, 0.00, 0.00], [0.00, 0.00, 0.00], [0.00, 0.00, 0.00], [0.00, 0.00, 0.01], [0.00, 0.00, 0.00], [0.00, 0.00, 0.00], [0.01, 0.01, 0.00], [0.00, 0.00, 0.00], [0.00, 0.00, 0.00], [0.00, 0.00, 0.00], [0.00, 0.00, 0.00], [0.00, 0.00, 0.00], [0.00, 0.00, 0.00], [-0.02, -0.01, -0.02], [0.00, 0.00, 0.00], [-0.01, 0.01, -0.02], [0.24, -0.04, 0.20], [0.00, 0.00, 0.00], [0.00, 0.00, 0.00], [0.02, -0.02, 0.01], [0.00, 0.00, 0.00], [0.00, 0.00, 0.00], [0.00, 0.00, 0.00], [0.00, 0.00, 0.00], [0.00, 0.00, 0.00], [0.00, 0.00, 0.00]]}

***

(2)
{"formula": "C6H12S2", "method": "ωB97M-V/def2-TZVPD", "total_charge": 0, "multiplicity": 1, "e_homo_ev": -7.884, "e_above_lowest_ev": 1.645, "e_tot_ev": -28085.656, "smiles": "CS/C=C(\\C)[C@H](C)S", "homo_lumo_gap_ev": 8.676, "species": ["S", "S", "C", "C", "C", "C", "C", "C", "H", "H", "H", "H", "H", "H", "H", "H", "H", "H", "H", "H"], "xyz": [[2.579, -1.451, -0.539], [-2.532, 0.158, -0.283], [0.325, 1.157, -1.232], [2.213, 0.925, 0.987], [1.488, -0.316, 0.480], [-3.469, -1.255, 0.118], [-0.996, -0.307, 0.329], [0.191, 0.139, -0.141], [1.598, 1.817, 1.448], [-0.568, 1.308, -1.724], [0.660, 2.121, -0.703], [1.069, 0.843, -1.968], [1.205, -0.923, 1.317], [-1.071, -1.121, 0.994], [-3.639, -1.561, 1.181], [-2.964, -2.132, -0.244], [2.706, -0.405, -1.587], [-4.507, -1.131, -0.322], [2.718, 1.523, 0.208], [2.994, 0.612, 1.682]], "atomic_forces_ev_per_a": [[-0.50, 2.93, -1.54], [-0.42, 1.66, -0.29], [2.03, 0.77, 2.17], [0.51, 2.05, 0.53], [-0.60, 0.61, -0.06], [-2.02, -1.47, 0.85], [1.69, 0.42, -1.34], [-0.75, -0.87, -0.23], [0.50, -2.30, -0.38], [-1.99, 0.50, -1.06], [-0.43, -1.08, -1.23], [0.08, 0.19, 0.13], [0.09, -0.47, 0.58], [0.30, -0.69, 1.10], [0.24, 1.09, -0.36], [-0.10, -0.45, -0.85], [0.02, -2.10, 1.74], [1.36, -0.29, 0.27], [0.03, -0.77, -0.16], [-0.04, 0.26, 0.13]]}

***

(3)
{"formula": "C2H3NO2", "method": "ωB97M-V/def2-TZVPD", "total_charge": 0, "multiplicity": 1, "e_homo_ev": -11.125, "e_above_lowest_ev": 1.075, "e_tot_ev": -7706.767, "smiles": "O=CO.C#N", "homo_lumo_gap_ev": 12.050, "species": ["O", "O", "N", "C", "C", "H", "H", "H"], "xyz": [[-1.366, 0.035, 0.896], [0.705, -0.653, 0.635], [0.440, 1.717, -1.318], [1.023, 0.752, -1.442], [-0.403, -0.849, 0.983], [-1.039, 0.890, 0.601], [1.578, -0.165, -1.581], [-0.938, -1.727, 1.227]], "atomic_forces_ev_per_a": [[-1.35, 1.18, 0.46], [2.20, -0.48, 0.35], [-0.81, 1.26, 0.13], [1.10, -1.52, -0.55], [-1.47, 0.50, -1.02], [0.33, 0.41, -0.27], [-0.28, 0.55, 0.10], [0.28, -1.89, 0.79]]}

***

(4)
{"formula": "C3H15N2O3", "method": "ωB97M-V/def2-TZVPD", "total_charge": 1, "multiplicity": 1, "e_homo_ev": -13.212, "e_above_lowest_ev": 2.085, "e_tot_ev": -12469.751, "homo_lumo_gap_ev": 10.262, "species": ["O", "O", "O", "N", "N", "C", "C", "C", "H", "H", "H", "H", "H", "H", "H", "H", "H", "H", "H", "H", "H", "H", "H"], "xyz": [[-0.194, -0.777, -2.209], [-2.666, -2.963, -3.358], [2.485, 2.137, 1.721], [1.526, -0.045, 0.016], [-0.877, -0.829, 1.848], [1.194, 2.159, 1.057], [0.833, 0.718, 1.072], [-0.772, 0.390, 1.037], [-1.679, -0.843, 2.458], [-0.637, -0.373, -2.978], [1.510, 2.595, 0.087], [2.024, 0.672, -0.498], [-3.029, -2.509, -2.601], [0.569, 2.947, 1.579], [1.083, 0.350, 2.068], [-1.132, 0.222, 0.001], [-1.226, 1.247, 1.507], [0.987, -0.597, -0.629], [-0.396, -1.700, -2.446], [-3.254, -3.092, -4.099], [2.206, -0.703, 0.477], [2.452, 2.694, 2.541], [-1.008, -1.703, 1.349]], "atomic_forces_ev_per_a": [[-0.61, -0.67, -0.83], [1.61, -0.22, 0.12], [0.16, 1.13, 1.37], [2.29, -0.49, 1.52], [-0.67, -0.33, 0.21], [2.31, 2.10, 0.45], [-4.83, -0.23, 0.72], [2.31, -0.97, -0.41], [-0.10, 0.47, 0.32], [0.35, 0.49, 0.45], [-1.02, -0.39, -0.06], [0.59, -0.33, -0.58], [-0.91, 0.03, -0.30], [-0.03, -1.54, -0.73], [0.32, -0.17, -0.43], [0.15, 0.49, 0.51], [-0.48, 0.01, 0.10], [-1.08, -0.06, -0.66], [0.26, -0.04, 0.42], [-0.62, 0.30, 0.27], [-0.46, 0.92, -0.75], [0.17, -0.80, -1.16], [0.27, 0.29, -0.55]]}